Record 1
C43H44BrN11RbSbSe as an isolated structure, computed with ωB97M-V with the def2-TZVPD basis set.

The geometry in ORCA input format:
```
! RIJCOSX wB97M-V def2-TZVPD def2/J DEFGRID3
* xyz -2 1
Rb -0.251 -0.562 -0.171
C 0.237 4.334 2.242
C -0.156 2.946 2.674
C 0.739 2.114 3.347
C 0.345 0.869 3.829
C 1.327 -0.019 4.558
C -0.973 0.464 3.625
C -1.875 1.265 2.932
C -3.297 0.823 2.687
C -1.452 2.498 2.449
H -0.320 4.638 1.354
H 1.303 4.397 2.036
H 0.006 5.055 3.033
H 1.758 2.454 3.510
H 2.058 -0.448 3.868
H 0.817 -0.850 5.048
H 1.877 0.546 5.315
H -1.302 -0.497 4.012
H -3.481 0.661 1.623
H -4.001 1.593 3.007
H -3.522 -0.104 3.217
H -2.154 3.125 1.898
C 3.118 -4.117 -2.525
C 2.673 -4.083 -1.093
C 2.334 -5.213 -0.378
C 1.801 -5.099 0.901
C 1.651 -3.828 1.407
Br 0.889 -3.602 3.146
N 1.999 -2.724 0.777
C 2.484 -2.861 -0.456
H 3.276 -5.141 -2.867
H 4.037 -3.548 -2.677
H 2.344 -3.660 -3.150
H 2.441 -6.193 -0.830
H 1.489 -5.962 1.470
H 2.714 -1.940 -0.979
N -0.333 -1.881 -3.732
C 0.901 -1.203 -3.803
N 1.551 -0.995 -4.942
N 2.667 -0.349 -4.570
N 2.660 -0.183 -3.279
N 1.544 -0.718 -2.749
C -0.787 -2.265 -2.461
N -1.919 -1.841 -1.909
N -1.968 -2.479 -0.725
N -0.903 -3.224 -0.587
N -0.136 -3.118 -1.683
H -1.056 -1.444 -4.281
C 5.358 -1.214 -1.437
C 6.053 0.124 -1.428
C 7.443 0.173 -1.545
C 8.127 1.379 -1.541
C 7.420 2.567 -1.420
C 6.037 2.531 -1.297
C 5.333 1.325 -1.300
Sb 3.174 1.337 -0.973
C 3.612 2.822 0.611
C 3.562 4.201 0.398
C 3.989 5.108 1.363
C 4.467 4.641 2.579
C 4.520 3.272 2.811
C 4.106 2.358 1.843
C 4.225 0.877 2.122
C 2.634 2.846 -2.396
C 3.457 3.158 -3.477
C 3.075 4.122 -4.404
C 1.859 4.775 -4.258
C 1.018 4.443 -3.204
C 1.384 3.472 -2.273
C 0.407 3.065 -1.192
H 6.060 -2.023 -1.652
H 4.563 -1.225 -2.187
H 4.898 -1.422 -0.467
H 7.994 -0.757 -1.644
H 9.208 1.391 -1.628
H 7.939 3.519 -1.417
H 5.496 3.467 -1.199
H 3.192 4.586 -0.548
H 3.935 6.172 1.168
H 4.796 5.336 3.343
H 4.895 2.900 3.761
H 4.534 0.690 3.151
H 4.967 0.418 1.460
H 3.277 0.359 1.953
H 4.394 2.632 -3.613
H 3.723 4.350 -5.243
H 1.553 5.527 -4.976
H 0.052 4.928 -3.101
H -0.435 3.753 -1.108
H 0.887 2.995 -0.210
H -0.015 2.085 -1.437
Se -3.485 4.566 -0.207
C -5.178 4.024 -0.843
C -6.284 3.846 0.008
C -7.514 3.476 -0.508
N -7.765 3.259 -1.805
C -6.711 3.417 -2.617
C -5.442 3.785 -2.203
H -6.165 4.008 1.072
H -8.362 3.345 0.162
H -6.901 3.235 -3.672
H -4.643 3.892 -2.925
*
```

Summary:
- Frontier orbital gap: 5.61 eV
- Relative energy (zero: lowest compared OMol25 entry of this formula, charge and spin): 22.2 kcal/mol

***

Record 2
C43H44Cl3F6N2NdO2P2S3 as an isolated structure, computed with ωB97M-V with the def2-TZVPD basis set.

The geometry in ORCA input format:
```
! RIJCOSX wB97M-V def2-TZVPD def2/J DEFGRID3
* xyz 0 4
Nd 0.891 0.444 0.236
S -0.025 -2.016 -1.304
P -1.667 -0.875 -1.023
C -1.496 0.780 -0.557
P -0.853 1.603 -1.962
S 1.058 1.344 -2.498
C -1.782 1.448 -3.525
C -1.286 0.609 -4.515
C -1.999 0.418 -5.682
C -3.208 1.068 -5.866
C -3.704 1.905 -4.880
C -2.998 2.094 -3.706
C -1.127 3.348 -1.516
C -0.500 4.373 -2.211
C -0.770 5.690 -1.882
C -1.669 5.982 -0.868
C -2.290 4.959 -0.168
C -2.017 3.642 -0.489
C -2.618 -1.653 0.327
C -3.092 -0.904 1.395
C -3.851 -1.514 2.377
C -4.151 -2.864 2.286
C -3.689 -3.609 1.211
C -2.920 -3.006 0.236
C -2.825 -1.256 -2.385
C -4.060 -0.628 -2.286
C -5.020 -0.828 -3.256
C -4.747 -1.659 -4.332
C -3.516 -2.282 -4.433
C -2.548 -2.083 -3.463
H -0.330 0.123 -4.365
H -1.611 -0.242 -6.445
H -3.762 0.921 -6.782
H -4.651 2.405 -5.028
H -3.375 2.744 -2.928
H 0.186 4.119 -3.010
H -0.282 6.492 -2.416
H -1.901 7.011 -0.628
H -2.988 5.194 0.625
H -2.495 2.817 0.026
H -2.864 0.156 1.428
H -4.224 -0.940 3.214
H -4.759 -3.334 3.046
H -3.933 -4.658 1.135
H -2.559 -3.565 -0.619
H -4.243 0.025 -1.443
H -5.980 -0.338 -3.177
H -5.502 -1.815 -5.091
H -3.310 -2.926 -5.277
H -1.582 -2.563 -3.538
Cl 1.717 -0.869 7.589
C 1.923 -0.743 5.877
C 0.813 -0.787 5.050
C 1.006 -0.661 3.691
Cl -0.341 -0.790 2.600
C 2.264 -0.461 3.062
O 2.372 -0.315 1.799
C 3.357 -0.518 3.975
Cl 4.960 -0.476 3.335
C 3.197 -0.631 5.339
H -0.179 -0.925 5.448
H 4.065 -0.637 5.981
C 0.231 4.201 2.187
S 0.005 2.456 2.603
C -1.639 2.618 3.385
H -0.650 4.561 1.664
H 1.092 4.244 1.531
H 0.414 4.771 3.095
H -1.543 3.195 4.299
H -1.986 1.619 3.616
H -2.318 3.109 2.696
C 4.027 -4.521 1.739
C 3.406 -3.119 1.960
N 2.381 -2.882 0.969
C 1.258 -3.760 1.208
C 1.748 -5.227 1.283
N 3.148 -5.250 0.787
C 3.210 -4.610 -0.552
C 2.940 -3.100 -0.348
H 4.099 -5.082 2.672
H 5.025 -4.442 1.304
H 4.164 -2.339 1.875
H 2.959 -3.036 2.950
H 0.543 -3.617 0.394
H 0.772 -3.473 2.142
H 1.137 -5.882 0.660
H 1.745 -5.607 2.306
H 3.460 -6.220 0.718
H 2.447 -5.068 -1.182
H 4.189 -4.796 -0.996
H 2.239 -2.735 -1.102
H 3.860 -2.522 -0.424
C 3.180 3.891 -0.920
C 3.179 2.646 -0.002
O 1.959 2.285 0.409
C 3.939 1.447 -0.723
F 5.108 1.103 -0.164
F 3.210 0.276 -0.689
F 4.207 1.657 -2.010
C 4.025 2.984 1.259
F 5.295 3.356 1.003
F 3.477 4.007 1.935
F 4.075 1.960 2.113
H 2.425 3.745 -1.690
H 4.151 4.061 -1.376
H 2.900 4.755 -0.319
*
```

Summary:
- Frontier orbital gap (alpha / beta): 6.14 / 6.19 eV
- Relative energy (zero: lowest compared OMol25 entry of this formula, charge and spin): 23.7 kcal/mol

***

Record 3
C43H44N3O2SSr as an isolated structure, computed with ωB97M-V with the def2-TZVPD basis set.

The geometry in ORCA input format:
```
! RIJCOSX wB97M-V def2-TZVPD def2/J DEFGRID3
* xyz -1 1
Sr 0.622 0.077 -0.014
O -0.390 1.657 1.123
C 0.191 1.675 2.265
C 0.779 2.856 2.802
C 1.484 2.829 3.979
C 1.643 1.640 4.709
C 1.051 0.489 4.245
C 0.308 0.485 3.060
C -0.393 -0.656 2.528
N -0.205 -1.890 2.788
C -0.924 -2.838 1.975
C 0.051 -3.612 1.081
N 0.797 -2.734 0.207
C 1.980 -3.083 -0.126
C 2.839 -2.427 -1.084
C 4.139 -2.926 -1.258
C 5.003 -2.396 -2.186
C 4.567 -1.321 -2.978
C 3.304 -0.807 -2.837
C 2.372 -1.342 -1.898
O 1.181 -0.886 -1.817
H 0.668 3.771 2.232
H 1.919 3.747 4.361
H 2.213 1.636 5.630
H 1.141 -0.437 4.805
H -1.172 -0.372 1.802
H -1.669 -2.343 1.331
H -1.440 -3.563 2.614
H -0.543 -4.303 0.469
H 0.708 -4.223 1.712
H 2.414 -3.994 0.323
H 4.468 -3.753 -0.635
H 6.000 -2.800 -2.309
H 5.241 -0.896 -3.713
H 2.969 0.032 -3.436
C -2.676 1.773 -3.776
C -2.785 0.285 -3.452
C -1.476 -0.421 -3.816
C -3.141 0.000 -2.006
C -3.228 0.984 -1.028
C -3.592 0.668 0.275
C -3.872 -0.639 0.648
C -4.284 -0.976 2.057
C -3.773 -1.630 -0.326
C -3.416 -1.314 -1.625
H -2.486 1.904 -4.842
H -1.845 2.222 -3.227
H -3.595 2.308 -3.527
H -3.590 -0.136 -4.067
H -0.673 -0.066 -3.173
H -1.210 -0.231 -4.858
H -1.552 -1.500 -3.675
H -3.005 2.016 -1.265
H -3.645 1.457 1.016
H -3.910 -1.958 2.353
H -5.373 -0.996 2.141
H -3.904 -0.237 2.762
H -3.970 -2.663 -0.059
H -3.348 -2.108 -2.360
C 2.644 -3.931 4.067
C 3.949 -3.244 4.447
C 5.097 -4.229 4.171
C 3.914 -2.938 5.952
C 4.195 -1.953 3.666
C 5.382 -1.260 3.935
C 5.716 -0.096 3.285
C 4.838 0.399 2.335
S 4.995 1.821 1.372
C 3.429 1.477 0.625
N 2.862 0.394 1.069
C 3.627 -0.252 2.038
C 3.318 -1.443 2.711
C 2.896 2.392 -0.374
C 3.617 3.564 -0.661
C 3.135 4.473 -1.579
C 1.928 4.204 -2.220
C 1.237 3.037 -1.933
C 1.675 2.079 -1.004
H 2.473 -4.793 4.718
H 2.699 -4.296 3.041
H 1.785 -3.267 4.141
H 4.957 -5.142 4.756
H 6.063 -3.799 4.441
H 5.127 -4.499 3.114
H 3.785 -3.862 6.520
H 3.083 -2.270 6.190
H 4.840 -2.467 6.284
H 6.075 -1.652 4.671
H 6.642 0.423 3.500
H 2.378 -1.931 2.487
H 4.561 3.767 -0.163
H 3.683 5.381 -1.798
H 1.537 4.913 -2.944
H 0.301 2.858 -2.463
*
```

Summary:
- Frontier orbital gap: 6.86 eV

***

| no. | E_tot (eV) | strongest force on any atom (eV/A) |
| --- | --- | --- |
| 1 | -204280.27106 | 1.9 |
| 2 | -172616.54004 | 2.1 |
| 3 | -65545.61824 | 3.1 |